Molecular formula: C92H184O23
Method: DFT, the ωB97M-V functional and the def2-TZVPD basis

For the calculated total energy, the calculation gives -5345.84207 a.u. The frontier orbital gap is 9.65 eV. The lowest unoccupied orbital energy comes out at 0.47 eV. The calculation puts the HOMO energy at -9.19 eV. The largest force on an atom is 2.99 eV Å⁻¹. The energy above the lowest of the compared OMol25 structures with the same formula, charge and spin is 0.000 eV.

Each line ends with the Löwdin charge.
Element x y z (Å)
C 5.771 -0.677 1.849  -0.127
C 5.772 -0.496 0.350  -0.147
C 4.357 -0.006 0.056  -0.138
O 3.879 0.595 1.331  -0.173
C 4.334 -0.305 2.331  -0.185
H 6.506 0.000 2.303  0.112
H 6.057 -1.673 2.133  0.081
H 5.896 -1.474 -0.085  0.099
H 6.489 0.157 -0.105  0.093
H 3.759 -0.838 -0.215  0.089
H 4.192 0.749 -0.680  0.093
H 3.735 -1.192 2.393  0.089
H 4.315 0.166 3.313  0.103
C -1.065 1.257 -5.600  -0.115
C 0.192 1.659 -4.815  -0.172
C -0.329 2.583 -3.733  -0.170
O -1.409 3.321 -4.331  -0.118
C -2.080 2.374 -5.090  -0.197
H -1.422 0.243 -5.341  0.090
H -0.804 1.197 -6.639  0.088
H 0.968 1.951 -5.478  0.084
H 0.640 0.809 -4.325  0.085
H 0.380 3.163 -3.207  0.106
H -0.691 1.865 -2.978  0.101
H -2.596 2.833 -5.868  0.094
H -2.830 1.800 -4.467  0.120
C 1.103 -3.004 4.652  -0.152
C 1.031 -2.567 3.232  -0.173
C 1.343 -3.864 2.429  -0.205
O 1.999 -4.710 3.343  -0.173
C 2.379 -3.954 4.519  -0.126
H 0.235 -3.580 5.024  0.100
H 1.262 -2.150 5.278  0.098
H 1.750 -1.779 2.980  0.099
H 0.013 -2.133 3.028  0.101
H 1.947 -3.667 1.560  0.098
H 0.366 -4.270 2.112  0.098
H 3.260 -3.325 4.328  0.104
H 2.594 -4.707 5.299  0.129
C 6.288 -5.310 1.793  -0.162
C 6.497 -5.809 3.259  -0.135
C 6.097 -4.504 4.042  -0.195
O 5.374 -3.669 3.141  -0.182
C 5.084 -4.436 1.968  -0.214
H 6.086 -6.175 1.168  0.111
H 7.185 -4.757 1.512  0.116
H 7.583 -6.028 3.421  0.114
H 5.855 -6.659 3.521  0.109
H 6.954 -3.949 4.494  0.123
H 5.487 -4.804 4.909  0.104
H 4.958 -3.745 1.139  0.100
H 4.124 -5.052 2.048  0.139
C 2.230 -0.504 -7.475  -0.167
C 1.211 -1.505 -6.850  -0.147
C 1.672 -2.824 -7.509  -0.204
O 2.683 -2.536 -8.463  -0.118
C 2.571 -1.184 -8.778  -0.244
H 3.138 -0.499 -6.886  0.097
H 1.898 0.548 -7.412  0.111
H 0.194 -1.223 -7.213  0.107
H 1.218 -1.418 -5.759  0.096
H 0.843 -3.352 -8.003  0.115
H 2.154 -3.487 -6.779  0.104
H 1.750 -0.977 -9.519  0.134
H 3.479 -0.820 -9.228  0.117
C 4.243 -3.962 -3.282  -0.154
C 2.937 -4.357 -3.974  -0.147
C 2.197 -4.947 -2.779  -0.182
O 2.652 -4.223 -1.603  -0.152
C 3.757 -3.424 -1.980  -0.229
H 4.939 -3.285 -3.808  0.124
H 4.749 -4.867 -3.087  0.100
H 3.049 -5.109 -4.759  0.121
H 2.424 -3.464 -4.263  0.092
H 2.463 -6.021 -2.622  0.121
H 1.101 -4.865 -2.867  0.103
H 4.514 -3.414 -1.228  0.100
H 3.432 -2.384 -2.090  0.098
C -2.015 -1.460 5.989  -0.154
C -3.453 -1.685 6.268  -0.158
C -3.622 -1.137 7.749  -0.193
O -2.460 -1.524 8.391  -0.114
C -1.413 -1.548 7.433  -0.167
H -1.868 -0.479 5.565  0.071
H -1.459 -2.150 5.332  0.080
H -3.684 -2.743 6.315  0.100
H -4.243 -1.327 5.670  0.084
H -4.473 -1.563 8.280  0.122
H -3.767 -0.060 7.677  0.110
H -0.815 -2.435 7.565  0.108
H -0.719 -0.769 7.654  0.105
C 5.229 2.788 3.426  -0.144
C 4.689 4.172 3.996  -0.145
C 5.211 5.274 3.106  -0.196
O 5.256 4.605 1.838  -0.177
C 5.803 3.289 2.138  -0.193
H 4.453 2.027 3.430  0.062
H 5.981 2.357 4.136  0.123
H 4.909 4.262 5.034  0.094
H 3.593 4.148 3.971  0.095
H 6.233 5.547 3.420  0.122
H 4.516 6.146 3.067  0.133
H 6.924 3.416 2.272  0.138
H 5.614 2.655 1.279  0.103
C -2.120 9.187 -2.045  -0.150
C -2.683 8.079 -2.966  -0.164
C -1.429 7.488 -3.603  -0.179
O -0.405 7.601 -2.562  -0.171
C -0.563 8.912 -2.042  -0.212
H -2.489 9.054 -1.054  0.079
H -2.401 10.236 -2.269  0.111
H -3.271 8.507 -3.788  0.110
H -3.225 7.311 -2.369  0.106
H -1.190 8.122 -4.446  0.112
H -1.567 6.443 -3.892  0.118
H -0.080 9.667 -2.705  0.112
H -0.154 9.106 -1.020  0.126
C 1.236 -6.799 0.040  -0.169
C 0.538 -7.121 1.386  -0.128
C 1.672 -7.880 2.204  -0.194
O 2.781 -8.042 1.379  -0.131
C 2.412 -7.720 0.029  -0.201
H 1.434 -5.719 0.037  0.098
H 0.593 -7.045 -0.768  0.092
H -0.331 -7.777 1.327  0.105
H 0.249 -6.243 1.930  0.035
H 1.413 -8.854 2.543  0.101
H 1.846 -7.272 3.107  0.106
H 2.172 -8.658 -0.545  0.132
H 3.267 -7.207 -0.489  0.122
C 2.785 3.498 -0.675  -0.140
C 2.584 4.986 -0.852  -0.132
C 2.453 5.472 0.631  -0.179
O 1.711 4.447 1.228  -0.155
C 2.244 3.225 0.794  -0.180
H 3.825 3.247 -0.664  0.084
H 2.315 2.829 -1.429  0.094
H 1.693 5.192 -1.438  0.095
H 3.473 5.507 -1.241  0.107
H 1.843 6.397 0.729  0.132
H 3.420 5.585 1.118  0.091
H 1.433 2.485 0.789  0.095
H 3.123 2.861 1.334  0.092
C 0.877 1.942 3.886  -0.123
C 0.701 3.401 4.360  -0.131
C -0.771 3.382 4.794  -0.203
O -1.003 2.100 5.374  -0.141
C -0.334 1.195 4.512  -0.201
H 1.834 1.557 4.240  0.103
H 0.836 1.848 2.800  0.084
H 0.845 4.068 3.507  0.094
H 1.338 3.611 5.208  0.106
H -1.410 3.579 3.944  0.095
H -1.103 4.134 5.520  0.127
H -1.035 0.759 3.831  0.087
H 0.068 0.382 5.134  0.109
C 4.222 1.538 -3.894  -0.140
C 5.664 1.204 -4.215  -0.159
C 6.069 0.171 -3.184  -0.143
O 4.832 -0.588 -2.953  -0.174
C 3.702 0.190 -3.369  -0.192
H 3.641 1.845 -4.739  0.099
H 4.153 2.284 -3.158  0.080
H 6.363 2.056 -4.207  0.119
H 5.839 0.876 -5.224  0.106
H 6.356 0.551 -2.202  0.097
H 6.819 -0.552 -3.465  0.117
H 3.022 0.368 -2.560  0.091
H 3.160 -0.344 -4.155  0.110
C -4.070 3.027 5.553  -0.161
C -4.296 2.080 4.419  -0.164
C -5.838 2.100 4.177  -0.213
O -6.310 3.076 5.030  -0.143
C -5.481 3.109 6.194  -0.162
H -3.861 4.020 5.156  0.112
H -3.244 2.731 6.185  0.097
H -3.937 1.092 4.700  0.095
H -3.688 2.315 3.568  0.082
H -6.327 1.115 4.433  0.131
H -6.197 2.300 3.141  0.102
H -5.666 2.222 6.798  0.111
H -5.754 4.000 6.768  0.124
C -3.808 -0.172 -1.886  -0.151
C -4.870 -0.849 -2.784  -0.144
C -6.085 -0.541 -1.953  -0.217
O -5.906 0.711 -1.304  -0.126
C -4.542 1.104 -1.485  -0.209
H -2.893 0.094 -2.403  0.098
H -3.554 -0.699 -0.959  0.106
H -4.603 -1.915 -2.884  0.099
H -4.916 -0.303 -3.735  0.119
H -6.161 -1.348 -1.266  0.098
H -7.012 -0.493 -2.559  0.131
H -4.116 1.549 -0.642  0.070
H -4.444 1.831 -2.338  0.131
C -4.088 -5.744 -0.147  -0.155
C -2.606 -5.971 -0.503  -0.152
C -2.238 -4.681 -1.262  -0.168
O -3.474 -3.940 -1.393  -0.173
C -4.522 -4.855 -1.316  -0.235
H -4.120 -5.064 0.726  0.103
H -4.677 -6.669 0.027  0.122
H -2.466 -6.791 -1.204  0.108
H -1.929 -6.151 0.362  0.095
H -1.793 -4.934 -2.235  0.111
H -1.535 -4.099 -0.682  0.101
H -4.619 -5.445 -2.272  0.135
H -5.457 -4.311 -1.120  0.123
C -2.630 -3.073 -5.491  -0.133
C -2.218 -4.563 -5.614  -0.145
C -0.783 -4.527 -5.078  -0.215
O -0.785 -3.604 -4.000  -0.171
C -1.911 -2.682 -4.184  -0.170
H -3.686 -2.968 -5.423  0.093
H -2.220 -2.489 -6.361  0.120
H -2.292 -4.892 -6.622  0.096
H -2.836 -5.224 -4.965  0.120
H -0.161 -4.228 -5.926  0.100
H -0.446 -5.494 -4.764  0.111
H -1.564 -1.666 -4.148  0.092
H -2.644 -2.821 -3.388  0.085
C 2.306 6.757 -4.405  -0.161
C 3.604 6.198 -5.066  -0.166
C 4.568 6.729 -4.099  -0.273
O 4.202 8.041 -3.767  -0.122
C 2.756 8.181 -4.012  -0.144
H 2.090 6.093 -3.590  0.076
H 1.397 6.732 -5.057  0.120
H 3.620 6.635 -6.067  0.119
H 3.660 5.118 -5.060  0.105
H 5.564 6.677 -4.470  0.115
H 4.520 6.096 -3.237  0.096
H 2.546 8.941 -4.773  0.119
H 2.268 8.398 -3.052  0.105
C 0.511 -0.323 0.287  -0.128
C 0.561 -1.755 -0.224  -0.129
C -0.012 -1.651 -1.623  -0.219
O -0.051 -0.330 -2.057  -0.136
C -0.066 0.533 -0.879  -0.145
H 1.516 0.071 0.552  0.100
H -0.126 -0.290 1.146  0.080
H -0.128 -2.394 0.362  0.105
H 1.567 -2.080 -0.172  0.078
H -0.997 -2.115 -1.751  0.098
H 0.600 -2.205 -2.318  0.107
H -1.106 0.875 -0.659  0.101
H 0.518 1.396 -0.979  0.071
C -3.001 -1.807 2.082  -0.120
C -3.217 -0.307 1.993  -0.184
C -4.668 -0.178 1.868  -0.174
O -5.104 -1.100 2.904  -0.128
C -4.328 -2.285 2.674  -0.178
H -2.134 -2.059 2.734  0.099
H -2.961 -2.292 1.120  0.095
H -2.610 0.104 1.178  0.102
H -2.884 0.222 2.867  0.080
H -5.063 -0.418 0.912  0.103
H -5.016 0.822 2.181  0.103
H -4.839 -2.873 1.949  0.100
H -4.376 -2.726 3.634  0.089
C -1.928 4.564 1.226  -0.142
C -1.985 5.316 -0.108  -0.130
C -2.599 4.253 -0.999  -0.222
O -2.049 3.023 -0.628  -0.149
C -2.137 3.087 0.852  -0.147
H -2.599 5.017 2.017  0.130
H -0.925 4.766 1.604  0.086
H -1.003 5.571 -0.441  0.097
H -2.622 6.168 -0.029  0.101
H -2.441 4.428 -2.058  0.116
H -3.655 4.145 -0.842  0.091
H -1.361 2.435 1.194  0.094
H -3.047 2.697 1.294  0.088
C -3.790 -5.893 4.490  -0.140
C -2.475 -5.143 4.838  -0.141
C -1.443 -5.787 3.911  -0.221
O -1.809 -7.162 3.948  -0.123
C -3.234 -7.093 3.795  -0.204
H -4.431 -5.208 3.902  0.109
H -4.319 -6.109 5.365  0.088
H -2.140 -5.394 5.850  0.122
H -2.445 -4.047 4.819  0.077
H -0.435 -5.694 4.255  0.104
H -1.490 -5.471 2.845  0.109
H -3.624 -8.024 4.134  0.113
H -3.467 -6.999 2.702  0.120
C -6.563 3.965 -0.807  -0.189
C -6.949 5.406 -0.978  -0.147
C -6.659 5.963 0.447  -0.146
O -5.644 5.056 1.013  -0.162
C -6.093 3.778 0.610  -0.239
H -5.662 3.782 -1.411  0.091
H -7.274 3.258 -1.161  0.105
H -7.984 5.626 -1.222  0.105
H -6.270 5.868 -1.733  0.115
H -7.483 5.882 1.134  0.108
H -6.166 6.968 0.440  0.128
H -6.953 3.468 1.296  0.134
H -5.338 3.010 0.752  0.092